13
Properties=species:S:1:pos:R:3:forces:R:3:nbo_charge:R:1 method="wB97M-V/def2-TZVPD" orbital_gap_ev=5.473 e_homo_ev=-3.49 spin_multiplicity=1 e_above_lowest_kcal_mol=10.3 charge=-1 e_lumo_ha=0.073
C -1.10180 2.27572 0.33495 -0.6 0.3 4.2 1.030
C 0.06277 -1.18382 0.29362 0.3 -0.8 -0.2 -0.670
C 1.16431 0.86331 -0.25425 0.4 0.0 -1.0 -0.390
C 0.80811 -0.34058 -0.68010 1.7 -0.5 -1.0 -0.158
O -1.35679 2.45802 -0.74928 -0.3 0.2 -3.2 -0.487
O -1.01390 2.20182 1.50337 0.4 -0.2 -0.9 -0.546
I 2.10887 2.57509 -1.16693 -0.4 -1.2 0.4 0.085
I -2.19279 -4.89494 -0.21729 0.1 0.1 0.0 -0.995
H -0.05758 -2.24714 0.10294 -0.6 0.2 -0.9 0.280
H 0.45590 -1.24534 1.27003 1.2 0.5 1.2 0.219
H -0.81380 -0.63220 0.45446 -2.0 -0.1 0.1 0.217
H 0.84254 0.98327 0.74315 0.3 1.1 1.1 0.199
H 1.09417 -0.81322 -1.63467 -0.3 0.6 0.3 0.218